DFT (the ωB97M-V functional and the def2-TZVPD basis) results for a 2-piece molecular cluster, C3H6O2 overall in a non-equilibrium geometry.

Geometry (Å):
1 C -0.2019 -1.0779 -1.0374
2 C 1.2016 -1.6944 -1.2148
3 O 1.5106 -2.6094 -1.9568
4 H -0.8804 -1.6936 -0.4324
5 H -0.8657 -1.0025 -1.9416
6 H -0.2676 0.0079 -0.6481
7 H 1.8464 -1.2566 -0.5163
8 C -0.5585 2.3430 2.0050
9 O -0.2819 1.5587 1.0244
10 H 0.0723 3.1641 2.2471
11 H -1.5748 2.2608 2.4709

- E_HOMO: -9.7 eV
- SMILES string: CC=O.C=O
- Gap between HOMO and LUMO: 9.69 eV
- ΔE to the lowest compared entry with this formula, charge and spin: 252.1 kJ/mol

DFT (the ωB97M-V functional and the def2-TZVPD basis) results for the molecule C3H6O2.

Geometry (Å):
1 C -0.0613 -1.4504 1.2045
2 O 0.5710 -0.4863 0.3385
3 C -0.1692 0.3324 -0.3279
4 C 0.3178 1.4026 -1.2106
5 O -0.3647 1.4689 -2.3112
6 H -0.1357 -1.0171 2.2040
7 H -1.0504 -1.7133 0.8192
8 H 0.5879 -2.3249 1.2192
9 H 0.1230 2.2106 -0.3779
10 H -1.2532 0.1715 -0.3218
11 H 1.4348 1.4059 -1.2359

- E_HOMO: -7.8 eV
- Gap between HOMO and LUMO: 7.40 eV
- ΔE to the lowest compared entry with this formula, charge and spin: 438.1 kJ/mol

DFT (the ωB97M-V functional and the def2-TZVPD basis) results for the molecule C3H6O2 in a non-equilibrium geometry.

Geometry (Å):
1 C 0.9580 1.0061 -0.5570
2 O -0.4111 0.9458 -0.1436
3 C -0.7637 0.0660 0.8414
4 C -0.2068 -1.7316 -0.4299
5 O -1.1277 -1.3050 0.3777
6 H 1.6281 1.1911 0.2947
7 H 1.2320 0.0689 -1.0381
8 H 1.0358 1.8442 -1.2561
9 H -1.7155 0.4111 1.2394
10 H 0.0291 -0.0890 1.5803
11 H -0.6330 -2.6225 -0.9330

- E_HOMO: -8.5 eV
- Gap between HOMO and LUMO: 9.25 eV
- ΔE to the lowest compared entry with this formula, charge and spin: 422.5 kJ/mol

DFT (the ωB97M-V functional and the def2-TZVPD basis) results for C3H6O2 as an isolated structure in a non-equilibrium geometry.

Geometry (Å):
1 C 0.0536 -0.3360 0.4737
2 C 0.4731 1.0008 -0.1532
3 C -1.0636 -0.3113 -0.4970
4 H 2.0922 -1.0495 0.5023
5 H -0.2734 -0.1264 1.5325
6 H 0.3911 1.8110 0.5918
7 H 1.4230 1.0441 -0.7469
8 H -1.9793 -0.3585 0.1668
9 H -1.3070 -1.2031 -1.2663
10 O 0.8166 -1.4371 0.4225
11 O -0.6263 0.9661 -1.0262

- E_HOMO: -9.8 eV
- Gap between HOMO and LUMO: 9.90 eV
- ΔE to the lowest compared entry with this formula, charge and spin: 432.6 kJ/mol

DFT (the ωB97M-V functional and the def2-TZVPD basis) results for C3H6O2 as an isolated structure in a non-equilibrium geometry.

Geometry (Å):
1 C 1.4046 -0.4047 -0.0274
2 C 0.0806 0.2260 -0.2836
3 O -0.0805 1.1897 -1.0723
4 C -1.1756 -0.1562 0.3891
5 O -2.2094 0.4784 -0.1502
6 H 2.2063 0.3230 0.0496
7 H 1.4015 -1.0294 0.8625
8 H 1.6228 -1.0424 -0.8808
9 H -0.6169 0.3833 1.2815
10 H -1.3579 1.1971 -0.9367
11 H -1.2746 -1.1827 0.7466

- E_HOMO: -9.4 eV
- Gap between HOMO and LUMO: 10.08 eV
- ΔE to the lowest compared entry with this formula, charge and spin: 227.6 kJ/mol

DFT (the ωB97M-V functional and the def2-TZVPD basis) results for the molecule C3H6O2.

Geometry (Å):
1 C 0.1827 -0.8898 -1.2027
2 C -0.3118 -0.3432 0.1068
3 O -1.0429 -0.9646 0.8515
4 C 0.1867 0.9967 0.5786
5 O -0.3564 1.2765 1.8241
6 H 1.0202 -1.5679 -1.0222
7 H 0.5272 -0.1049 -1.8778
8 H -0.6081 -1.4628 -1.6828
9 H -0.0031 1.7755 -0.1742
10 H 1.2782 0.8332 0.5904
11 H -0.8726 0.4513 2.0082

- E_HOMO: -10.4 eV
- SMILES string: CC(=O)CO
- Gap between HOMO and LUMO: 11.24 eV
- ΔE to the lowest compared entry with this formula, charge and spin: 74.2 kJ/mol

DFT (the ωB97M-V functional and the def2-TZVPD basis) results for C3H6O2 as an isolated structure in a non-equilibrium geometry.

Geometry (Å):
1 O 0.9991 1.8135 -0.3505
2 C 0.5240 -2.6327 0.9924
3 C -0.4773 -2.1045 0.2048
4 C -1.7407 -2.0775 -0.0092
5 O -0.0102 3.8231 -1.0049
6 H 1.3471 1.6286 0.5223
7 H 1.4294 -2.0812 1.2324
8 H 0.4356 -3.6860 1.2187
9 H -2.2194 -1.4737 -0.8298
10 H -0.8781 4.0299 -1.3851
11 H 0.5906 2.7604 -0.5911

- E_HOMO (alpha / beta): -13.8 / -13.5 eV
- Spin multiplicity: 2
- Expectation value of S²: 0.75
- Gap between HOMO and LUMO (alpha / beta): 5.08 / 4.79 eV
- Total charge: +1
- ΔE to the lowest compared entry with this formula, charge and spin: 587.9 kJ/mol

DFT (the ωB97M-V functional and the def2-TZVPD basis) results for the molecule C3H6O2S in a non-equilibrium geometry.

Geometry (Å):
1 C -0.2410 1.4087 0.2078
2 C -0.1856 -0.0650 0.4624
3 C 0.8171 -1.0490 -0.0895
4 S 0.7329 -2.8146 -0.0542
5 O 2.0143 -3.3911 -0.3492
6 O -0.0624 -3.1907 1.0965
7 H -0.1617 1.7819 1.2035
8 H 0.6808 1.7500 -0.4033
9 H -1.2039 1.4332 -0.2482
10 H -0.8701 -0.5136 1.1297
11 H 1.5296 -0.5895 -0.6692
12 H 0.0268 -2.8203 -1.3206

- E_HOMO: -10.0 eV
- SMILES string: C/C=C/[SH](=O)=O
- Gap between HOMO and LUMO: 10.10 eV
- ΔE to the lowest compared entry with this formula, charge and spin: 357.2 kJ/mol

DFT (the ωB97M-V functional and the def2-TZVPD basis) results for the molecule C3H6O2S in a non-equilibrium geometry.

Geometry (Å):
1 O 0.8164 1.2950 0.4665
2 C -0.0759 1.1278 -0.6027
3 C -0.8139 -0.1666 -0.1881
4 S -2.4390 -0.2254 0.0071
5 C -0.0250 -1.3198 0.3077
6 O 1.1837 -1.4750 -0.3788
7 H 0.4020 1.9262 1.0736
8 H -0.8216 1.9784 -0.7499
9 H 0.4475 0.9372 -1.5027
10 H -0.6397 -2.2078 0.2389
11 H 0.1970 -1.0575 1.3242
12 H 1.7685 -0.8126 0.0042

- E_HOMO: -8.7 eV
- SMILES string: OCC(=S)CO
- Gap between HOMO and LUMO: 8.52 eV
- ΔE to the lowest compared entry with this formula, charge and spin: 184.2 kJ/mol

DFT (the ωB97M-V functional and the def2-TZVPD basis) results for the molecule C3H6O2S in a non-equilibrium geometry.

Geometry (Å):
1 O -2.1759 -0.9902 -0.1223
2 C -1.0132 -0.2766 -0.3609
3 C 0.1107 -0.4636 0.6013
4 S 1.7983 -0.5252 -0.0407
5 C -0.5603 0.8630 0.4394
6 O -0.0115 1.9414 -0.2078
7 H -2.8790 -0.4049 -0.3258
8 H -0.7681 -0.1795 -1.3875
9 H -0.1125 -1.1357 1.3991
10 H 1.6215 -1.1747 -1.1768
11 H -1.2332 1.1993 1.2558
12 H 0.8751 1.7527 -0.5511

- E_HOMO: -9.3 eV
- SMILES string: O[C@@H]1C(S)[C@H]1O
- Gap between HOMO and LUMO: 9.99 eV
- ΔE to the lowest compared entry with this formula, charge and spin: 204.3 kJ/mol

DFT (the ωB97M-V functional and the def2-TZVPD basis) results for the molecule C3H6O2S in a non-equilibrium geometry.

Geometry (Å):
1 C 1.3435 -0.4360 0.4365
2 C 0.3340 0.6068 0.0075
3 C -0.6910 0.0368 -1.0929
4 S -1.2931 0.2320 0.5662
5 O -2.0843 1.4471 0.8371
6 O -1.4892 -1.0003 1.2032
7 H 1.0797 -0.9983 1.4032
8 H 2.4351 -0.1875 0.4682
9 H 1.1999 -1.1647 -0.3509
10 H 0.5904 1.6266 -0.2147
11 H -1.1392 0.7404 -1.8001
12 H -0.2858 -0.9030 -1.4634

- E_HOMO: -10.1 eV
- SMILES string: C[C@H]1CS1(=O)=O
- Gap between HOMO and LUMO: 10.84 eV
- ΔE to the lowest compared entry with this formula, charge and spin: 305.9 kJ/mol

DFT (the ωB97M-V functional and the def2-TZVPD basis) results for a 2-piece molecular cluster, C3H6O2S overall in a non-equilibrium geometry.

Geometry (Å):
1 O -2.8532 0.5724 0.9078
2 C -1.9116 -0.0761 0.5198
3 O -2.1832 -1.0846 -0.3817
4 C -0.5408 0.0421 0.8566
5 C 0.5069 -0.7369 0.2597
6 S 1.7365 0.3083 -0.5805
7 H -3.1248 -1.0089 -0.5264
8 H -0.2437 0.8426 1.5239
9 H 3.4565 2.2009 -1.6376
10 H 1.0666 -1.2854 1.0315
11 H 0.1376 -1.4434 -0.4871
12 H 3.9531 1.6689 -1.4859

- E_HOMO: -8.9 eV
- Gap between HOMO and LUMO: 5.61 eV
- ΔE to the lowest compared entry with this formula, charge and spin: 445.5 kJ/mol